C13H10 in the gas phase at a distorted geometry. Source: OMol25; level of theory: wB97M-V/def2-TZVPD.

Calculated values
- Electronic energy: -501.3580 a.u.
- Molecular weight: 166.22 g/mol
- Charge: 0
- E_LUMO: 0.9 eV
- SMILES: c1ccc2c(c1)Cc1ccccc1-2
- Gap between HOMO and LUMO: 9.279 eV

Element x y z (Å)
C: 3.45125 0.12530 0.16935
C: 3.04112 -1.20219 0.00861
C: 1.66175 -1.46857 -0.17765
C: 0.78673 -0.43277 -0.11331
C: 1.15876 0.94248 -0.08769
C: 2.55163 1.11582 0.07106
C: -0.00137 1.86286 -0.00822
C: -1.19474 0.83792 -0.03498
C: -2.58198 1.12895 -0.04584
C: -3.51301 0.11732 0.05363
C: -3.03702 -1.19423 0.19898
C: -1.67345 -1.48689 -0.01457
C: -0.69588 -0.49190 -0.06852
H: 4.55500 0.28377 0.20382
H: 3.86347 -1.96667 0.19706
H: 1.31487 -2.50501 -0.22357
H: 3.05122 2.09073 0.08169
H: 0.05864 2.41905 0.88364
H: -0.09783 2.54353 -0.87965
H: -2.82588 2.21767 -0.06404
H: -4.57022 0.43858 -0.10146
H: -3.76545 -2.09784 0.26136
H: -1.30653 -2.54842 -0.06393

Calculated atomic charges, method Löwdin, unit e:
1 C -0.132
2 C -0.074
3 C -0.032
4 C -0.141
5 C -0.141
6 C -0.062
7 C -0.053
8 C -0.126
9 C -0.059
10 C -0.114
11 C -0.095
12 C -0.042
13 C -0.121
14 H 0.118
15 H 0.120
16 H 0.113
17 H 0.114
18 H 0.107
19 H 0.136
20 H 0.121
21 H 0.114
22 H 0.128
23 H 0.119


A molecular structure, C13H10AsBrClFeI2NO12S at a distorted geometry. Source: OMol25; level of theory: wB97M-V/def2-TZVPD.

Calculated values
- Spin multiplicity: 5
- Electronic energy: -8986.1393 a.u.
- Molecular weight: 904.22 g/mol
- Charge: -2
- E_LUMO (alpha / beta): 3.9 / 3.6 eV
- Gap between HOMO and LUMO (alpha / beta): 6.576 / 6.440 eV

Element x y z (Å)
Fe: 0.23022 0.11067 0.58789
O: 0.64675 2.24857 2.21590
Cl: 2.07140 -0.00292 1.61648
O: 2.36783 -1.25848 2.38028
O: -0.44104 -0.86083 1.80503
O: 3.26392 0.47998 0.87005
O: -3.47518 2.03820 1.24009
As: -2.32915 0.68404 1.45212
O: -3.37702 -0.54453 1.71026
O: -1.48972 0.59010 -0.00935
C: -1.44118 1.24944 3.09332
C: -2.11663 0.82499 4.23317
C: -1.60496 1.04186 5.49882
C: -0.39084 1.70157 5.63691
C: 0.29396 2.13049 4.51580
C: -0.21264 1.89971 3.24035
S: 0.36748 2.88860 0.72571
O: -1.04285 3.15912 0.69883
O: 1.17580 4.06855 0.70971
O: 0.87042 1.82499 -0.16086
H: -2.93212 2.75194 0.87056
H: -3.04203 0.28167 4.07732
H: -2.12966 0.66821 6.36897
H: 0.03560 1.86480 6.61900
H: 1.26165 2.60868 4.59372
I: -1.19108 -1.74956 -1.96927
C: -1.62364 -2.64452 -0.08763
I: 0.06280 -3.18590 1.10457
H: -2.18200 -3.55112 -0.28479
H: -2.20160 -1.93639 0.50320
Br: 7.75749 -1.48017 -2.29344
C: 6.12866 -1.93392 -1.40886
C: 6.14010 -2.93859 -0.45953
N: 5.03280 -3.31501 0.16748
C: 3.89265 -2.68795 -0.11876
C: 3.80217 -1.65741 -1.04857
C: 4.95519 -1.27875 -1.72000
C: 2.50481 -0.91560 -1.37078
O: 2.52418 -0.12092 -2.30528
O: 1.48102 -1.25344 -0.66862
H: 7.05577 -3.45872 -0.19964
H: 3.02270 -3.02082 0.42809
H: 4.89806 -0.48279 -2.44945

Calculated atomic charges, method Löwdin, unit e:
1 Fe 0.494
2 O -0.234
3 Cl 0.887
4 O -0.566
5 O -0.650
6 O -0.478
7 O -0.257
8 As 0.875
9 O -0.458
10 O -0.541
11 C -0.182
12 C -0.084
13 C -0.097
14 C -0.093
15 C -0.008
16 C -0.282
17 S 0.470
18 O -0.296
19 O -0.260
20 O -0.330
21 H -0.001
22 H 0.101
23 H 0.092
24 H 0.094
25 H 0.121
26 I 0.876
27 C -1.035
28 I 1.099
29 H -0.054
30 H -0.077
31 Br 0.652
32 C -0.667
33 C -0.228
34 N 0.066
35 C -0.083
36 C -0.102
37 C -0.053
38 C -0.645
39 O 0.026
40 O -0.355
41 H 0.087
42 H 0.060
43 H 0.115


Energy above the lowest of the compared OMol25 structures with the same formula, charge and spin / kJ/mol: 0.00 290.01